# 1
ORCA calculation (ωB97M-V/def2-TZVPD) on a molecular structure, C46H60BIIrN5O6.

Calculated values
- Kohn-Sham gap (alpha / beta) (eV) = 6.4583 / 5.8586
- total charge = +1
- HOMO energy (alpha / beta) (eV) = -10.129 / -10.146
- multiplicity = 2
- expectation value of S² = 0.75

```
120
Properties=species:S:1:pos:R:3:lowdin_charge:R:1
Ir 0.235 -0.578 0.563 1.4934
N -0.681 -1.817 4.319 0.2556
C -0.533 -1.734 3.012 -0.4387
O 0.038 -0.705 2.544 -0.1139
C -0.980 -2.787 2.071 -0.1353
C -1.139 -2.111 0.704 -0.2289
H -0.351 -1.066 4.908 0.1262
H -1.137 -2.609 4.739 0.1394
H -1.900 -3.264 2.415 0.1265
H -0.201 -3.553 2.067 0.1201
H -2.130 -1.672 0.687 0.0461
H -1.093 -2.822 -0.118 0.0710
I 8.872 0.951 -1.430 0.8903
C 6.917 0.883 -0.712 -0.7379
C 6.089 -0.170 -1.076 -0.1444
C 4.788 -0.212 -0.599 -0.0205
C 4.315 0.793 0.238 -0.1488
C 5.156 1.841 0.598 -0.0133
C 6.457 1.892 0.125 -0.1366
C 2.909 0.794 0.759 -0.5644
O 2.487 1.673 1.480 0.0942
O 2.219 -0.254 0.376 -0.2446
H 6.457 -0.949 -1.730 0.0933
H 4.129 -1.021 -0.882 0.1130
H 4.773 2.614 1.252 0.1244
H 7.108 2.708 0.404 0.0966
C 2.556 3.020 -1.998 -0.0104
C 1.436 2.059 -2.296 -0.4354
C 0.857 2.007 -3.682 0.0105
O 1.061 1.308 -1.412 0.0183
H 2.738 3.732 -2.800 0.0866
H 3.462 2.431 -1.840 0.0945
H 2.346 3.537 -1.059 0.0963
H 1.438 2.589 -4.393 0.0912
H -0.159 2.403 -3.655 0.0957
H 0.800 0.974 -4.011 0.0716
C -2.018 -0.563 -4.352 -0.0496
C -1.620 -0.660 -2.875 -0.3588
C -0.390 -1.555 -2.714 -0.0450
C -2.781 -1.174 -2.048 -0.1343
C -3.426 -2.333 -2.472 -0.0290
C -4.512 -2.847 -1.788 -0.0473
C -4.968 -2.203 -0.652 -0.0251
C -4.338 -1.063 -0.169 -0.1434
C -4.824 -0.458 1.139 -0.3693
C -4.780 -1.474 2.283 -0.0464
C -6.237 0.112 0.990 -0.0487
C -3.237 -0.552 -0.879 -0.1475
N -2.585 0.606 -0.346 0.0417
B -1.283 0.894 0.229 -0.4251
N -1.333 2.308 0.569 0.0709
C -2.623 2.752 0.264 -0.0702
C -3.351 1.776 -0.280 -0.0524
C -0.409 3.350 0.976 -0.0933
C -0.153 4.463 0.144 -0.1198
C 0.686 5.462 0.636 -0.0390
C 1.256 5.388 1.890 -0.0518
C 0.972 4.306 2.702 -0.0255
C 0.125 3.296 2.273 -0.1343
C -0.256 2.160 3.201 -0.3771
C 0.690 1.972 4.379 -0.0646
C -1.691 2.320 3.715 -0.0295
C -0.747 4.707 -1.239 -0.3541
C -1.807 5.821 -1.208 -0.0532
C 0.301 5.137 -2.272 -0.0651
H -1.260 -0.036 -4.928 0.0707
H -2.962 -0.029 -4.466 0.0933
H -2.136 -1.550 -4.802 0.0790
H -1.358 0.338 -2.521 0.1114
H -0.644 -2.607 -2.866 0.0919
H 0.058 -1.480 -1.706 0.0314
H 0.403 -1.292 -3.413 0.0836
H -3.078 -2.839 -3.364 0.1145
H -5.004 -3.743 -2.142 0.1109
H -5.823 -2.603 -0.120 0.1153
H -4.156 0.358 1.413 0.1167
H -5.395 -2.350 2.075 0.0803
H -5.150 -1.019 3.203 0.0859
H -3.759 -1.818 2.468 0.0562
H -6.962 -0.686 0.821 0.0831
H -6.307 0.802 0.149 0.0759
H -6.531 0.646 1.895 0.0855
H -2.919 3.756 0.499 0.1266
H -4.371 1.794 -0.624 0.1298
H 0.889 6.327 0.018 0.1094
H 1.902 6.182 2.242 0.1089
H 1.401 4.255 3.692 0.1085
H -0.200 1.268 2.586 0.0662
H 0.570 2.772 5.113 0.0861
H 1.730 1.935 4.061 0.0810
H 0.460 1.032 4.887 0.0575
H -1.765 3.202 4.355 0.0915
H -1.981 1.454 4.319 0.0754
H -2.417 2.425 2.909 0.0676
H -1.210 3.784 -1.591 0.1201
H -1.325 6.780 -1.006 0.0843
H -2.568 5.683 -0.444 0.0680
H -2.306 5.898 -2.175 0.0852
H 0.724 6.112 -2.028 0.0836
H -0.169 5.229 -3.253 0.0933
H 1.127 4.439 -2.354 0.0151
O 3.275 -8.112 -3.064 -0.0194
C 2.629 -8.276 -1.829 -0.2388
N 2.823 -7.139 -0.949 0.0964
C 1.862 -6.200 -0.767 -0.4426
O 0.756 -6.253 -1.274 0.0743
C 2.222 -5.048 0.131 -0.0943
C 3.177 -5.088 1.136 0.0052
C 3.390 -3.955 1.908 -0.0201
C 2.633 -2.826 1.650 -0.1145
N 1.691 -2.789 0.705 0.0150
C 1.499 -3.873 -0.037 -0.0633
H 2.749 -7.527 -3.620 0.0948
H 3.068 -9.158 -1.367 0.1308
H 1.555 -8.411 -1.936 0.1284
H 3.770 -6.921 -0.686 0.1374
H 3.740 -5.992 1.335 0.1221
H 4.129 -3.946 2.696 0.1161
H 2.785 -1.907 2.206 0.1191
H 0.736 -3.831 -0.804 0.1143
```

=====

# 2
ORCA calculation (ωB97M-V/def2-TZVPD) on a molecular structure, C46H61N4O4SiTeV in a non-equilibrium geometry.

Calculated values
- Kohn-Sham gap (alpha / beta) (eV) = 6.0031 / 6.3309
- total charge = -1
- HOMO energy (alpha / beta) (eV) = -3.649 / -3.977
- multiplicity = 4
- expectation value of S² = 3.76

```
118
Properties=species:S:1:pos:R:3:lowdin_charge:R:1
V 0.145 -0.600 0.399 0.6040
C 2.530 -2.765 1.353 -0.1016
N 2.943 -1.567 0.625 -0.2540
C 3.671 -1.954 -0.575 -0.1077
C 3.813 -0.710 1.419 -0.2065
C 3.241 -0.212 2.725 -0.2121
N 1.953 0.422 2.593 -0.2706
C 1.443 0.835 3.888 -0.1190
C 1.978 1.575 1.713 -0.1204
H 3.391 -3.309 1.777 0.0957
H 2.008 -3.435 0.669 0.0887
H 1.834 -2.503 2.146 0.0147
H 4.558 -2.561 -0.326 0.0905
H 3.997 -1.066 -1.113 0.0568
H 3.026 -2.536 -1.234 0.0854
H 4.075 0.146 0.792 0.1032
H 4.755 -1.235 1.655 0.1231
H 3.988 0.482 3.156 0.1257
H 3.134 -1.041 3.428 0.0999
H 2.025 1.682 4.294 0.0859
H 1.496 0.005 4.593 0.0657
H 0.397 1.129 3.797 0.0737
H 2.727 2.329 2.030 0.1037
H 0.994 2.029 1.740 0.0630
H 2.184 1.275 0.687 0.0412
O -1.355 0.879 -1.686 -0.0156
C -2.313 1.617 -0.954 -0.3046
C -2.014 1.547 0.578 -0.5530
O -2.706 2.185 1.348 0.0387
O -1.035 0.776 0.938 -0.2785
C -2.353 3.085 -1.440 -0.1292
C -1.656 3.459 -2.586 -0.0420
C -1.702 4.768 -3.057 -0.0843
C -2.461 5.724 -2.395 -0.1041
C -3.173 5.353 -1.258 -0.0832
C -3.127 4.045 -0.788 -0.0203
C -3.663 0.948 -1.267 -0.1109
C -4.023 0.812 -2.608 -0.0185
C -5.244 0.261 -2.964 -0.0876
C -6.130 -0.166 -1.978 -0.1077
C -5.769 -0.054 -0.646 -0.0806
C -4.540 0.498 -0.288 -0.0019
H -0.485 1.303 -1.617 0.0675
H -1.064 2.724 -3.115 0.0943
H -1.143 5.036 -3.947 0.0989
H -2.503 6.742 -2.763 0.0918
H -3.771 6.087 -0.729 0.0965
H -3.669 3.762 0.105 0.1144
H -3.334 1.145 -3.376 0.1174
H -5.509 0.172 -4.011 0.0950
H -7.096 -0.576 -2.251 0.0922
H -6.443 -0.397 0.131 0.0984
H -4.274 0.583 0.757 0.1123
C -1.363 -3.357 -0.901 -0.0556
C -0.431 -2.675 -1.850 -0.3157
C -0.297 -3.123 -3.142 -0.0640
C 0.570 -2.431 -4.001 -0.0809
C 1.249 -1.337 -3.553 -0.0417
C 1.090 -0.889 -2.202 -0.4631
N 0.273 -1.614 -1.375 0.0056
N 1.624 0.208 -1.667 -0.0409
Si 2.624 1.275 -2.535 0.3521
C 1.673 2.285 -3.800 -0.1676
C 3.465 2.476 -1.382 -0.1745
C 4.025 0.459 -3.503 -0.1872
H -1.950 -4.111 -1.426 0.0827
H -2.034 -2.636 -0.438 0.0575
H -0.812 -3.837 -0.089 0.0733
H -0.867 -3.979 -3.479 0.0960
H 0.689 -2.756 -5.029 0.1006
H 1.892 -0.770 -4.217 0.0772
H 1.090 3.086 -3.329 -0.0001
H 0.965 1.654 -4.355 0.0330
H 2.359 2.748 -4.523 0.0305
H 2.771 2.899 -0.649 0.0023
H 3.890 3.310 -1.961 0.0341
H 4.291 1.997 -0.841 0.0273
H 3.833 0.493 -4.582 0.0233
H 4.167 -0.594 -3.232 0.0157
H 4.970 0.982 -3.315 0.0259
C -0.536 4.724 1.743 0.0028
C 0.300 4.533 0.504 -0.3640
O 0.228 3.509 -0.129 0.0905
C 1.242 5.650 0.074 -0.1387
C 1.847 5.568 -1.170 -0.0275
C 2.728 6.554 -1.592 -0.0693
C 3.013 7.628 -0.758 -0.0938
C 2.397 7.725 0.481 -0.0844
C 1.508 6.736 0.892 -0.0358
H -1.221 3.884 1.848 0.0692
H -1.097 5.659 1.688 0.0904
H 0.116 4.769 2.623 0.0920
H 1.614 4.718 -1.795 0.0936
H 3.194 6.480 -2.568 0.1036
H 3.714 8.392 -1.075 0.0983
H 2.609 8.566 1.130 0.0984
H 1.033 6.812 1.864 0.1061
C -0.432 -7.757 4.831 -0.0679
C -0.535 -6.357 4.277 -0.2920
C 0.311 -5.348 4.709 -0.0393
C 0.197 -4.033 4.249 -0.3136
C 1.115 -2.996 4.861 -0.1023
C -0.787 -3.704 3.294 -0.5110
Te -1.076 -1.684 2.659 0.9660
C -1.677 -4.719 2.882 -0.3171
C -2.857 -4.441 1.984 -0.1072
C -1.527 -6.018 3.368 -0.0388
H 0.547 -7.934 5.280 0.0670
H -0.592 -8.506 4.052 0.0700
H -1.185 -7.927 5.606 0.0744
H 1.080 -5.579 5.442 0.1038
H 1.666 -3.426 5.703 0.0710
H 0.540 -2.137 5.210 0.0450
H 1.840 -2.614 4.141 0.0347
H -2.598 -3.781 1.163 -0.0040
H -3.646 -3.931 2.546 0.0787
H -3.266 -5.374 1.585 0.0728
H -2.223 -6.785 3.034 0.1085
```

=====

# 3
ORCA calculation (ωB97M-V/def2-TZVPD) on a molecular structure, C46H62ClIrN8O3P2 in a non-equilibrium geometry.

Calculated values
- Kohn-Sham gap (eV) = 6.6604
- total charge = +2
- HOMO energy (eV) = -12.016

```
123
Properties=species:S:1:pos:R:3:lowdin_charge:R:1
Ir -0.467 -1.403 1.329 1.0788
C -1.446 -0.898 4.658 -0.2160
P -0.223 -1.654 3.559 0.7486
C -0.151 -3.370 4.129 -0.2173
C 1.375 -0.946 4.042 -0.3570
C 1.746 -0.723 5.364 -0.0602
C 2.985 -0.164 5.643 -0.0412
C 3.851 0.180 4.612 -0.0406
C 3.494 -0.046 3.292 -0.0504
C 2.259 -0.620 3.012 -0.3530
P 1.717 -1.106 1.363 0.7594
C 2.362 0.082 0.174 -0.1935
C 2.554 -2.659 0.966 -0.1907
H -1.288 -1.254 5.677 0.0630
H -2.450 -1.195 4.349 0.0637
H -1.359 0.187 4.651 0.0457
H 0.189 -3.356 5.166 0.0648
H 0.549 -3.955 3.536 0.0456
H -1.137 -3.828 4.079 0.0472
H 1.079 -0.971 6.181 0.1167
H 3.273 0.018 6.669 0.1257
H 4.807 0.630 4.840 0.1213
H 4.181 0.220 2.498 0.1172
H 3.440 -0.066 0.098 0.0745
H 2.170 1.105 0.492 0.0332
H 1.909 -0.102 -0.801 0.0511
H 3.622 -2.548 1.158 0.0696
H 2.399 -2.896 -0.087 0.0593
H 2.158 -3.467 1.579 0.0437
C -4.021 -7.173 0.649 -0.0656
C -3.087 -6.953 -0.534 -0.4046
C -1.691 -7.506 -0.270 -0.0675
C -3.043 -5.488 -0.975 -0.0851
N -2.298 -4.628 -0.041 -0.0463
C -1.027 -4.253 -0.077 -0.1020
N -0.776 -3.549 1.007 -0.0832
N -1.954 -3.500 1.701 -0.0506
N -2.864 -4.132 1.083 0.1392
H -4.045 -8.230 0.915 0.0885
H -5.040 -6.862 0.419 0.0870
H -3.691 -6.620 1.531 0.0691
H -3.499 -7.472 -1.405 0.1459
H -1.241 -7.051 0.618 0.0764
H -1.019 -7.354 -1.118 0.0828
H -1.741 -8.577 -0.082 0.0907
H -4.037 -5.051 -1.047 0.1365
H -2.546 -5.374 -1.939 0.1367
H -0.334 -4.504 -0.863 0.1643
C 1.277 3.746 -1.429 -0.0329
C 1.067 4.631 -0.189 -0.4875
C 1.840 5.934 -0.444 -0.0300
C 1.714 3.972 1.039 -0.0263
C -0.449 4.951 0.006 -0.4094
O -0.900 5.661 -1.166 -0.0171
C -0.791 5.856 1.211 -0.0915
C -1.054 5.313 2.620 -0.1181
C 0.159 4.968 3.445 -0.2491
C 0.349 3.691 3.960 -0.0564
C 1.468 3.378 4.721 -0.0970
C 2.407 4.364 4.973 -0.6602
Cl 3.803 4.006 5.942 0.6821
C 2.237 5.650 4.485 -0.0848
C 1.114 5.940 3.730 -0.0413
C -1.425 3.754 -0.141 -0.0036
N -1.333 2.561 0.718 -0.0428
C -0.579 1.487 0.555 -0.1100
N -0.942 0.560 1.441 -0.0958
C -1.984 1.134 2.111 -0.1602
N -2.241 2.339 1.692 0.1568
H 2.340 3.714 -1.672 0.0961
H 0.746 4.140 -2.294 0.0960
H 0.959 2.709 -1.287 0.0513
H 2.907 5.709 -0.484 0.0993
H 1.704 6.668 0.350 0.0837
H 1.580 6.390 -1.400 0.0954
H 2.667 3.528 0.738 0.0932
H 1.104 3.198 1.506 0.0604
H 1.934 4.701 1.821 0.0757
H -0.567 6.564 -1.136 0.1074
H -1.709 6.360 0.901 0.1327
H -0.032 6.639 1.273 0.1062
H -1.738 4.468 2.595 0.0876
H -1.600 6.107 3.138 0.1331
H -0.401 2.929 3.777 0.0952
H 1.605 2.387 5.133 0.0876
H 2.967 6.414 4.711 0.1150
H 0.976 6.953 3.367 0.1278
H -1.363 3.391 -1.165 0.1404
H -2.433 4.133 0.007 0.1499
H 0.169 1.368 -0.205 0.1054
H -2.564 0.638 2.867 0.1140
C 1.276 1.032 -7.693 -0.0396
C 1.524 -0.097 -6.730 -0.2192
C 2.595 -0.957 -6.937 -0.0343
C 2.861 -1.998 -6.060 -0.0694
C 2.025 -2.203 -4.979 -0.0303
C 0.946 -1.352 -4.761 -0.2164
N 0.135 -1.597 -3.613 0.0981
C -1.209 -1.824 -3.627 -0.1896
C -1.857 -2.120 -4.844 -0.0095
C -3.207 -2.360 -4.889 -0.0438
C -3.997 -2.319 -3.731 -0.0729
C -3.389 -2.038 -2.536 -0.0341
C -2.004 -1.795 -2.449 -0.0895
C -1.468 -1.521 -1.124 -0.5809
O -2.228 -1.404 -0.115 -0.1029
O -0.197 -1.442 -0.882 -0.1807
C 0.695 -0.272 -5.612 -0.1724
C -0.408 0.713 -5.339 -0.0269
H 1.891 0.921 -8.583 0.0820
H 1.517 1.998 -7.243 0.0892
H 0.232 1.074 -8.006 0.0869
H 3.230 -0.808 -7.802 0.1165
H 3.699 -2.659 -6.234 0.1088
H 2.183 -3.038 -4.306 0.1080
H 0.572 -1.547 -2.712 0.1056
H -1.264 -2.167 -5.748 0.1251
H -3.666 -2.590 -5.842 0.1182
H -5.061 -2.498 -3.785 0.1090
H -3.967 -1.988 -1.622 0.1185
H -0.737 0.672 -4.301 0.0725
H -1.285 0.531 -5.965 0.0947
H -0.072 1.729 -5.548 0.0804
```

=====

# 4
ORCA calculation (ωB97M-V/def2-TZVPD) on a molecular structure, C46H62N4O2P2SSiV in a non-equilibrium geometry.

Calculated values
- Kohn-Sham gap (alpha / beta) (eV) = 6.9886 / 6.9425
- total charge = -1
- HOMO energy (alpha / beta) (eV) = -4.543 / -4.573
- multiplicity = 3
- expectation value of S² = 2.04

```
119
Properties=species:S:1:pos:R:3:lowdin_charge:R:1
V -2.599 0.831 -1.921 0.5467
N -3.550 -3.472 -1.039 0.0488
C -3.354 -2.116 -1.190 -0.8891
S -2.185 -1.567 -2.314 0.6500
N -4.119 -1.370 -0.436 -0.0204
N -3.877 0.000 -0.635 -0.1452
C -4.752 0.718 -0.012 -0.0706
C -4.767 2.153 0.168 -0.1425
C -5.722 2.691 1.045 -0.0556
C -5.783 4.041 1.298 -0.1069
C -4.876 4.890 0.646 -0.0852
C -3.937 4.389 -0.225 -0.0098
C -3.860 3.009 -0.477 -0.3096
O -2.963 2.529 -1.313 -0.2290
H -2.795 -4.040 -1.384 0.0595
H -3.940 -3.753 -0.155 0.0774
H -5.543 0.156 0.476 0.1215
H -6.414 2.012 1.534 0.1085
H -6.517 4.439 1.987 0.0913
H -4.916 5.959 0.827 0.0985
H -3.236 5.035 -0.736 0.1142
C -0.167 2.893 -2.872 -0.2294
Si -0.220 1.649 -1.417 0.6126
C -0.365 2.752 0.166 -0.3049
C -0.466 4.150 0.109 -0.1152
C -0.655 4.917 1.252 -0.0986
C -0.789 4.298 2.490 -0.0943
C -0.691 2.915 2.575 -0.0971
C -0.457 2.138 1.435 -0.3585
P -0.112 0.330 1.448 1.1064
C 1.133 0.096 2.805 -0.4377
C 0.876 0.395 4.282 -0.2017
C 1.992 -0.246 5.139 -0.1899
C 3.351 -0.258 4.413 -0.2090
C 3.457 0.948 3.485 -0.1938
C 2.410 0.852 2.360 -0.2046
C -1.684 -0.479 1.970 -0.4314
C -2.563 0.128 3.072 -0.1996
C -3.724 -0.827 3.360 -0.1877
C -3.215 -2.158 3.959 -0.1906
C -1.744 -2.424 3.607 -0.2007
C -1.442 -2.000 2.172 -0.1905
C 1.708 1.271 -1.303 -0.2921
C 2.515 2.385 -1.000 -0.1156
C 3.898 2.307 -0.927 -0.0924
C 4.540 1.096 -1.169 -0.1011
C 3.778 -0.013 -1.495 -0.1344
C 2.380 0.056 -1.572 -0.3859
P 1.326 -1.396 -1.924 1.0746
C 2.328 -2.860 -1.350 -0.4618
C 1.436 -4.125 -1.508 -0.2153
C 1.807 -5.247 -0.518 -0.2063
C 3.299 -5.213 -0.200 -0.2123
C 3.651 -3.910 0.540 -0.1913
C 2.738 -2.742 0.121 -0.2175
C 1.389 -1.631 -3.771 -0.4156
C 2.723 -1.515 -4.531 -0.1917
C 3.192 -0.080 -4.859 -0.1875
C 2.026 0.912 -4.987 -0.1946
C 0.781 0.198 -5.501 -0.2002
C 0.263 -0.772 -4.436 -0.2385
H 0.725 3.532 -2.845 0.0264
H -0.163 2.340 -3.817 -0.0007
H -1.061 3.525 -2.877 0.0200
H -0.396 4.648 -0.857 0.0957
H -0.720 5.999 1.178 0.0964
H -0.970 4.886 3.383 0.0936
H -0.804 2.439 3.542 0.0851
H 1.336 -0.983 2.730 0.0931
H 0.868 1.479 4.436 0.1008
H -0.089 0.017 4.615 0.0757
H 2.084 0.307 6.079 0.1022
H 1.707 -1.269 5.404 0.1015
H 4.166 -0.269 5.141 0.1003
H 3.452 -1.171 3.816 0.1053
H 3.299 1.860 4.071 0.1100
H 4.458 1.023 3.053 0.1041
H 2.138 1.858 2.031 0.1007
H 2.838 0.357 1.488 0.0919
H -2.262 -0.368 1.053 0.0620
H -2.009 0.311 3.997 0.0916
H -2.943 1.094 2.736 0.1030
H -4.447 -0.359 4.034 0.1031
H -4.246 -1.024 2.417 0.0919
H -3.334 -2.154 5.046 0.0992
H -3.827 -2.982 3.582 0.1011
H -1.090 -1.869 4.291 0.0928
H -1.510 -3.482 3.749 0.1052
H -0.414 -2.269 1.915 0.0778
H -2.085 -2.561 1.486 0.1002
H 2.042 3.341 -0.795 0.0914
H 4.477 3.189 -0.674 0.0955
H 5.621 1.023 -1.112 0.0942
H 4.279 -0.959 -1.689 0.0995
H 3.229 -2.981 -1.964 0.0979
H 0.390 -3.838 -1.359 0.0866
H 1.514 -4.504 -2.532 0.1024
H 1.244 -5.122 0.414 0.1079
H 1.522 -6.219 -0.927 0.1016
H 3.593 -6.081 0.393 0.0995
H 3.859 -5.271 -1.140 0.1076
H 3.567 -4.065 1.621 0.1030
H 4.694 -3.646 0.342 0.1030
H 1.823 -2.736 0.725 0.1001
H 3.239 -1.797 0.319 0.0830
H 1.085 -2.679 -3.837 0.0877
H 3.513 -2.054 -3.999 0.0907
H 2.590 -2.051 -5.477 0.1048
H 3.888 0.279 -4.105 0.0830
H 3.744 -0.113 -5.803 0.1011
H 1.801 1.346 -4.007 0.0807
H 2.308 1.737 -5.644 0.1077
H -0.010 0.910 -5.748 0.1013
H 1.026 -0.338 -6.428 0.1106
H -0.252 -0.180 -3.673 0.0089
H -0.503 -1.424 -4.863 0.0972
O -3.857 1.657 -5.840 0.0549
C -3.334 1.336 -4.824 -0.4617
N -2.788 1.000 -3.809 -0.0263
```

=====

Energy relative to the best compared isomer or geometry (same formula, charge and spin) readings, ordered: 0.0; 0.0; 34.4; 21.1 kcal/mol